Entry from the OMol25 dataset: a molecular structure, C34H23BrClN6O8PPr in a non-equilibrium geometry (ωB97M-V/def2-TZVPD).

```
75
Properties=species:S:1:pos:R:3
Pr 0.7261 1.0595 0.4180
O 2.9566 3.8442 6.2581
C 2.5205 3.2126 5.1632
C 2.9200 1.9484 4.7945
C 2.3522 1.3630 3.6815
N 1.4921 1.9742 2.8541
C 1.1441 3.2011 3.2525
Br -0.0253 3.9796 1.9724
C 1.6141 3.9025 4.3589
H 3.5243 3.2971 6.7829
H 3.6271 1.3832 5.3837
H 2.6039 0.3764 3.3575
H 1.3239 4.9351 4.5871
Cl -1.8333 2.5257 -0.6282
C -2.2394 1.9551 -2.2370
C -3.0468 2.8021 -3.0060
C -3.3974 2.4333 -4.2906
C -3.0071 1.1809 -4.7720
C -2.2116 0.3559 -4.0093
C -1.7310 0.7665 -2.7708
P -0.6373 -0.3321 -1.8637
C -1.2442 -2.0224 -2.1887
C -2.4291 -2.3718 -1.5813
C -3.0182 -3.5953 -1.8772
C -2.3643 -4.5065 -2.7230
C -1.2079 -4.1140 -3.3817
C -0.6733 -2.8463 -3.1655
C 1.0455 -0.2185 -2.5516
C 1.3137 0.7320 -3.5506
C 2.5815 0.8825 -4.0034
C 3.5944 0.0770 -3.4863
C 3.3319 -0.8608 -2.4933
C 2.0276 -1.0582 -2.0702
H -3.3675 3.7738 -2.5945
H -3.9925 3.1213 -4.9537
H -3.2742 0.9215 -5.8088
H -1.8824 -0.5937 -4.4457
H -2.9567 -1.7178 -0.9259
H -3.9852 -3.8462 -1.4812
H -2.8082 -5.4696 -2.9157
H -0.7444 -4.7864 -4.1033
H 0.1971 -2.4951 -3.6858
H 0.4535 1.3158 -3.8994
H 2.7491 1.6137 -4.7776
H 4.6384 0.2381 -3.8258
H 4.1396 -1.4819 -2.1347
H 1.7628 -1.8430 -1.3613
O 0.5790 -1.0233 1.6499
C -0.6167 -0.7535 1.9589
O -1.2574 0.3151 1.7073
C -1.3446 -1.6738 2.8190
C -0.9013 -1.9078 4.0954
C -1.7039 -2.6841 4.8923
C -2.8571 -3.2801 4.3685
C -3.1783 -3.0983 3.0357
C -2.4546 -2.2362 2.2738
N -4.2959 -3.8104 2.3130
O -4.4478 -3.6183 1.1252
O -4.9461 -4.5563 2.9870
N -1.3024 -2.7201 6.3690
O -0.3013 -2.1007 6.6760
O -2.0755 -3.3084 7.0820
H -0.0042 -1.4273 4.4555
H -3.4876 -3.8465 5.0224
H -2.6903 -2.0658 1.2404
N 2.7844 4.1536 -2.1524
C 2.7387 3.1504 -1.2893
O 1.5921 2.9125 -0.7584
C 3.8848 2.3722 -0.9801
C 5.1009 2.5787 -1.6694
N 6.0820 2.6644 -2.2606
C 3.6460 1.3663 -0.0277
N 3.3233 0.5764 0.7570
H 1.9007 4.6077 -2.4027
H 3.6703 4.4009 -2.5879
```

Summary:
HOMO energy (spin up / spin down) ... -11.2 / -11.2 eV
Kohn-Sham gap (spin up / spin down) ... 8.0 / 8.4 eV
Strongest force on any atom ... 1.83 eV/A
Charge ... +1
2S+1 ... 3
LUMO energy (spin up / spin down) ... -3.2 / -2.8 eV

Atom charges from the Löwdin analysis, given in e for atoms 1 to 6:
1. Pr 0.959
2. O 0.127
3. C -0.303
4. C 0.031
5. C -0.097
6. N -0.058